The following is a quantum chemistry calculation of C12H28FN2O4S2 as an isolated structure at a distorted geometry, from the Open Molecules 2025 dataset.

Atoms and positions in Å:
1 C -1.208969 -0.679579 1.412392
2 C -0.896714 -0.558205 2.944779
3 C 0.308895 0.422112 3.209750
4 C 0.174731 1.164912 4.570527
5 C -0.824697 2.348650 4.538787
6 C -0.281137 3.576525 3.729036
7 S -1.458540 3.951813 2.356045
8 O -1.883343 2.667776 1.713092
9 O -2.655418 4.534968 3.048676
10 N -0.787656 5.073159 1.297769
11 S 0.226118 4.324424 0.201351
12 O 1.308147 3.596877 0.908599
13 O 0.734969 5.382628 -0.707953
14 F -0.553108 3.257315 -0.755155
15 H -0.881808 -1.694061 1.097916
16 H -2.301742 -0.614941 1.227693
17 H -0.711292 0.087505 0.796678
18 H -0.597099 -1.556072 3.330780
19 H -1.772703 -0.239208 3.544480
20 H 1.209013 -0.232593 3.291755
21 H 0.504003 1.091972 2.350787
22 H -0.155115 0.437206 5.342031
23 H 1.191537 1.501186 4.873066
24 H -0.925868 2.707904 5.588767
25 H -1.849327 2.065784 4.233671
26 H -0.310904 4.481779 4.367996
27 H 0.749722 3.428726 3.363560
28 C -1.545520 -2.279048 -2.026203
29 C -0.309910 -1.565611 -2.556000
30 N 0.897729 -2.374482 -2.507591
31 C 2.111426 -1.608968 -2.764131
32 C 2.285965 -0.985715 -4.149402
33 C 0.823522 -3.668575 -3.166341
34 C 0.477206 -3.692933 -4.658207
35 H -1.389568 -2.629283 -1.005580
36 H -2.391553 -1.589432 -2.020467
37 H -1.827743 -3.130209 -2.650646
38 H -0.156719 -0.678907 -1.934631
39 H -0.520048 -1.201525 -3.571933
40 H 2.979657 -2.240017 -2.549133
41 H 2.158427 -0.805243 -2.022619
42 H 2.551691 -1.730245 -4.900504
43 H 3.099417 -0.256538 -4.125098
44 H 1.391960 -0.458002 -4.484386
45 H 0.084188 -4.276911 -2.637094
46 H 1.767592 -4.200179 -3.013511
47 H -0.332599 -3.006901 -4.910692
48 H 0.153584 -4.697787 -4.943634
49 H 1.339602 -3.452051 -5.279071

Cartesian forces (eV/Å) of the 2 atoms listed first:
-0.4 -0.7 0.6
0.6 0.6 -0.4

Total charge   -1
LUMO   0.09950 hartree
Multiplicity   1
HOMO-LUMO gap   9.005 eV

These are the Mulliken partial charges, in e, on atoms 1 to 5: -0.9938 -0.4670 -0.3286 -1.0358 -0.5586



The following is a quantum chemistry calculation of a 8-piece molecular cluster, C29H62B3F13O10 overall at a distorted geometry, from the Open Molecules 2025 dataset.

Atoms and positions in Å:
1 F 3.981410 2.172923 0.513015
2 C 4.785854 1.763632 -0.659649
3 F 5.514315 0.508974 -0.236860
4 F 5.833044 2.789341 -0.859971
5 C 3.931057 1.356534 -1.993635
6 F 4.908694 0.659107 -2.912473
7 F 2.913409 0.290361 -1.663148
8 C 3.322136 2.604436 -2.856991
9 F 4.400426 3.564811 -3.303280
10 F 2.809879 2.005362 -4.146643
11 C 2.199031 3.517790 -2.092218
12 F 1.698653 4.497684 -3.128770
13 F 2.836100 4.391108 -1.036395
14 C 0.875377 2.711866 -1.561968
15 F 1.132612 2.113451 -0.198546
16 F 0.419626 1.613892 -2.486554
17 C -0.456647 3.696377 -1.328887
18 F -1.155462 4.006380 -2.632265
19 F -0.020346 5.048265 -0.812631
20 C -1.495889 3.115040 -0.191461
21 C -1.982848 1.569201 -0.424286
22 B -3.015146 1.339910 -1.683420
23 O -4.358420 1.951094 -1.776625
24 B -5.024785 1.405228 -2.979175
25 O -5.001789 -0.081648 -3.136125
26 B -3.581245 -0.535142 -3.098342
27 O -2.550282 0.500509 -2.826833
28 H -2.455238 3.802549 -0.096668
29 H -0.984062 3.145397 0.886574
30 H -1.059591 0.822877 -0.473635
31 H -2.578996 1.244652 0.557858
32 H -5.598573 2.055672 -3.781592
33 H -3.295777 -1.669479 -3.289442
34 C 4.946870 3.945665 4.486612
35 C 3.653644 3.218674 4.819100
36 C 3.894563 1.734718 5.045420
37 O 2.727745 3.388901 3.748942
38 H 5.392777 3.551481 3.566428
39 H 4.756434 5.010394 4.314119
40 H 5.674953 3.846947 5.297790
41 H 3.203515 3.659397 5.715135
42 H 4.303098 1.262094 4.145094
43 H 2.953402 1.222114 5.271582
44 H 4.591061 1.569593 5.873364
45 H 3.119062 3.000464 2.948965
46 C 6.563294 -3.549892 -0.947859
47 C 6.273594 -3.405805 0.537676
48 C 4.778319 -3.361432 0.808916
49 O 6.877152 -2.209080 1.022516
50 H 6.162863 -2.698494 -1.509757
51 H 7.643290 -3.568001 -1.129369
52 H 6.125354 -4.469643 -1.348016
53 H 6.721966 -4.243211 1.083062
54 H 4.314571 -2.503370 0.309388
55 H 4.584879 -3.245085 1.880708
56 H 4.286763 -4.275512 0.461498
57 H 6.485077 -1.460032 0.543789
58 C -3.101748 -3.874131 0.202448
59 C -2.977604 -2.385134 0.483474
60 C -3.701569 -2.000605 1.763865
61 O -3.526683 -1.651256 -0.608057
62 H -4.151112 -4.162670 0.073871
63 H -2.586517 -4.134369 -0.728401
64 H -2.673811 -4.466594 1.017137
65 H -1.919730 -2.112421 0.562614
66 H -4.772179 -2.222640 1.690691
67 H -3.614271 -0.924245 1.946958
68 H -3.291666 -2.536817 2.625447
69 H -4.465987 -1.887096 -0.685915
70 C -2.975848 6.260710 2.295911
71 C -3.404817 5.009907 3.046228
72 C -3.427283 5.244964 4.548104
73 O -2.502496 3.947656 2.747993
74 H -1.963502 6.564020 2.585929
75 H -2.952277 6.073242 1.217038
76 H -3.659477 7.092598 2.492058
77 H -4.399215 4.700138 2.707189
78 H -2.430990 5.512205 4.918028
79 H -3.725762 4.332854 5.075987
80 H -4.124450 6.046363 4.811894
81 H -1.616760 4.213886 3.045599
82 C -5.739168 -1.299660 5.368889
83 C -6.417424 -0.268398 4.481214
84 C -7.916289 -0.221821 4.731460
85 O -6.176784 -0.590994 3.113906
86 H -6.126829 -2.304937 5.168668
87 H -4.662686 -1.330931 5.169203
88 H -5.892458 -1.070657 6.428096
89 H -5.982429 0.719663 4.666274
90 H -8.381188 -1.188811 4.508612
91 H -8.393006 0.515843 4.077023
92 H -8.134969 0.039527 5.771528
93 H -6.559649 -1.466946 2.940418
94 C 9.361271 -1.990588 -4.155281
95 C 8.624141 -3.213123 -4.678297
96 C 8.942822 -3.467865 -6.142857
97 O 7.220281 -3.018345 -4.527485
98 H 9.067440 -1.090100 -4.706404
99 H 9.112820 -1.812101 -3.103577
100 H 10.445031 -2.115717 -4.242843
101 H 8.898949 -4.090977 -4.083668
102 H 8.634139 -2.619836 -6.764487
103 H 8.395843 -4.343281 -6.509130
104 H 10.014017 -3.637337 -6.290120
105 H 6.967175 -2.240755 -5.052143
106 C -6.828202 -4.442752 -4.908440
107 C -5.656953 -4.540102 -3.943972
108 C -6.044246 -5.282518 -2.675032
109 O -5.212770 -3.228437 -3.606718
110 H -7.661625 -3.891330 -4.458671
111 H -6.538435 -3.895279 -5.811753
112 H -7.183298 -5.436199 -5.199697
113 H -4.821104 -5.054132 -4.430656
114 H -6.849808 -4.760905 -2.146024
115 H -5.195203 -5.334146 -1.984990
116 H -6.375821 -6.301179 -2.899210
117 H -5.948606 -2.764476 -3.173983

Cartesian forces (eV/Å) of the 2 atoms listed first:
2.5 -1.3 -4.3
2.5 -0.5 3.3

SMILES string   FC(F)(F)C(F)(F)C(F)(F)C(F)(F)C(F)(F)C(F)(F)CCB1OBOBO1.CC(C)O.CC(C)O.CC(C)O.CC(C)O.CC(C)O.CC(C)O.CC(C)O
LUMO   -0.02803 hartree
Multiplicity   1
HOMO-LUMO gap   9.216 eV
ΔE to the lowest compared entry with this formula, charge and spin   970.89 kJ/mol

These are the Mulliken partial charges, in e, on atoms 1 to 5: -0.2345 0.5504 -0.1965 -0.2099 0.5544



The following is a quantum chemistry calculation of C2H4AlN2O4 as an isolated structure at a distorted geometry, from the Open Molecules 2025 dataset.

Atoms and positions in Å:
1 Al -20.738520 -5.733740 14.999880
2 C -21.946870 -5.357310 11.679800
3 O -21.924710 -6.512040 12.056740
4 O -22.372380 -5.115660 10.536490
5 O -21.511650 -4.524070 12.442480
6 C -17.272320 -6.316460 12.982500
7 O -18.329520 -5.904230 13.453340
8 N -16.027820 -5.927530 13.364740
9 N -17.237270 -7.072330 11.945540
10 H -15.300620 -6.573960 13.093820
11 H -15.984920 -5.327060 14.175720
12 H -18.117440 -7.235410 11.477790
13 H -16.412980 -7.496460 11.544590

Cartesian forces (eV/Å) of the 2 atoms listed first:
0.7 0.0 -0.5
-4.8 2.9 -11.6

Total charge   +1
LUMO   -0.39208 hartree
Multiplicity   1
HOMO-LUMO gap   3.074 eV
ΔE to the lowest compared entry with this formula, charge and spin   197.96 kJ/mol

These are the Mulliken partial charges, in e, on atoms 1 to 5: 0.9602 0.8265 -0.2161 -0.3692 -0.2090



The following is a quantum chemistry calculation of an isolated ion of composition CH6N3 and charge +1 at a distorted geometry, from the Open Molecules 2025 dataset.

Atoms and positions in Å:
1 N -0.555215 0.987150 -0.697226
2 N 0.016284 0.394954 0.611790
3 C 0.110908 -1.063712 0.523284
4 N 1.315804 -0.368390 0.336449
5 H -0.767350 2.037719 -0.447107
6 H -1.452270 0.374853 -0.931776
7 H -0.010278 0.854470 -1.494227
8 H -0.276285 -1.400299 -0.489523
9 H -0.291520 -1.579819 1.419367
10 H 1.909923 -0.236925 1.168970

Cartesian forces (eV/Å) of the 2 atoms listed first:
-3.4 -0.3 2.9
1.0 -0.2 -0.7

SMILES string   [NH3+]N1CN1
Total charge   +1
LUMO   -0.14882 hartree
Multiplicity   1
HOMO-LUMO gap   11.971 eV
ΔE to the lowest compared entry with this formula, charge and spin   476.61 kJ/mol

These are the Mulliken partial charges, in e, on atoms 1 to 5: -0.3543 -0.1869 -0.1895 -0.3514 0.4023